(1)
Molecular formula: C4H5ClFN3O7S3
Method: DFT, the ωB97M-V functional and the def2-TZVPD basis

Element x y z (Å)
O 1.972 2.021 0.873
S 1.256 1.906 -0.354
O 2.027 1.531 -1.493
F 0.605 3.272 -0.674
N -0.090 0.983 -0.265
Cl -1.329 1.645 0.817
C 0.221 -0.407 0.105
C -0.549 -1.341 -0.833
S 0.147 -1.528 -2.501
C 1.735 -2.164 -2.174
N 2.194 -3.362 -2.342
N 3.508 -3.355 -1.926
C 3.755 -2.154 -1.540
O 2.700 -1.342 -1.680
H 1.287 -0.620 0.122
H -0.165 -0.619 1.102
H -1.515 -0.860 -0.989
H -0.739 -2.310 -0.378
H 4.652 -1.726 -1.130
O -3.197 2.623 2.248
S -4.349 2.079 3.064
O -3.813 1.495 4.321
O -5.044 1.033 2.265
O -5.268 3.203 3.363

Results
2S+1: 1
Charge: -2
Total energy: -2600.93978 hartree

(2)
Molecular formula: C4H5ClFO2
Method: DFT, the ωB97M-V functional and the def2-TZVPD basis

Element x y z (Å)
C 0.813 -1.324 1.078
C -0.887 0.005 -1.271
C 0.084 0.931 -0.699
C 0.275 0.215 1.107
O 0.485 -1.993 0.107
O 1.625 -1.529 1.967
F 1.262 0.945 1.634
Cl -1.315 0.609 1.826
H -1.719 -0.211 -0.601
H -1.191 0.476 -2.186
H -0.414 -0.937 -1.475
H -0.163 1.952 -0.541
H 1.145 0.861 -0.947

Results
2S+1: 1
Charge: -1
Total energy: -865.97497 hartree

no.,orbital gap (hartree)
1,0.155
2,0.294